ORCA calculation (ωB97M-V/def2-TZVPD) on a cluster of 11 separate species, C37H96O11 in total.

Molar mass (g mol⁻¹): 717.2
E_LUMO (eV): 0.64
Energy above the lowest of the compared OMol25 structures with the same formula, charge and spin (kcal per mole): 0.0
Kohn-Sham gap (eV): 10.02
2S+1: 1

```
144
Properties=species:S:1:pos:R:3:forces:R:3:lowdin_charge:R:1
O 0.020 -2.764 5.043 -0.2 0.0 -0.3 -0.171
O -2.794 1.507 -3.559 -0.3 0.4 -0.1 -0.204
O 3.151 5.185 -2.037 0.2 0.2 -0.2 -0.167
O 3.530 2.377 0.309 0.0 0.5 0.8 -0.074
O -0.005 1.604 -4.101 -0.5 0.2 0.2 -0.109
O -3.899 -0.006 4.141 0.0 0.1 0.5 -0.059
O 1.522 1.012 -1.472 -0.2 0.3 0.1 -0.084
O 1.554 -5.022 1.315 -0.4 0.1 0.0 -0.167
O 1.054 4.892 4.218 -0.6 0.1 0.1 -0.063
O -1.761 -4.546 -3.150 -0.1 -0.2 0.3 -0.172
O -3.122 -1.342 0.573 -0.1 -0.5 -0.6 -0.195
C -1.551 -2.779 1.590 -0.9 -0.4 0.4 -0.048
C 2.329 -3.865 1.242 1.5 0.1 -0.2 -0.309
C 4.926 2.133 0.156 -0.5 0.1 -0.6 -0.461
C -2.017 -5.946 -3.144 0.3 0.0 0.5 -0.285
C -3.722 -0.737 -0.572 -0.5 1.3 1.6 -0.252
C 3.362 4.850 -3.393 0.2 0.0 0.7 -0.299
C -0.194 -2.755 -2.918 0.0 -1.1 0.6 -0.067
C -0.232 2.314 -5.325 0.5 -0.1 0.3 -0.302
C 4.710 5.378 -3.819 0.4 0.5 -0.3 -0.075
C 0.666 3.729 3.462 1.3 0.4 -0.2 -0.464
C -2.578 3.650 -2.535 0.6 -0.7 -0.5 -0.061
C -0.427 -4.264 -2.787 0.2 1.0 -0.5 -0.278
C 5.534 3.289 -0.633 1.1 -0.4 -0.7 -0.058
C 2.703 -3.541 -0.205 -0.9 0.8 0.4 -0.051
C 0.389 4.120 2.014 0.2 -0.2 -0.2 -0.047
C -2.974 1.088 4.006 -0.6 -0.4 -0.7 -0.464
C -2.182 -2.369 0.275 0.4 0.9 0.5 -0.252
C 0.448 0.323 -0.843 0.3 -1.5 -0.4 -0.281
C 0.377 -6.597 2.655 0.5 0.0 0.2 -0.064
C 1.267 -5.357 2.672 0.3 -0.8 -0.7 -0.269
C 1.813 2.734 3.585 -0.1 -1.2 0.4 -0.057
C -2.895 -0.799 -4.212 0.6 0.7 -0.3 -0.060
C -3.433 2.785 -3.443 0.2 -0.2 0.9 -0.250
C 1.114 2.830 -5.785 0.5 -0.7 -0.5 -0.074
C 0.692 5.353 -1.901 -0.2 -0.4 0.6 -0.063
C 0.647 -1.758 5.801 0.5 0.0 1.4 -0.300
C -3.667 0.539 -4.080 0.7 -2.7 -0.4 -0.266
C -0.195 -4.664 6.642 0.4 1.1 1.0 -0.073
C -3.730 2.266 3.418 0.3 0.5 -0.7 -0.050
C -1.817 0.587 3.166 0.2 0.4 -0.4 -0.049
C 1.488 -0.878 4.923 0.3 -0.8 -1.2 -0.068
C 5.080 0.794 -0.573 0.4 0.6 -0.3 -0.050
C 0.798 0.186 0.620 -0.5 0.3 0.8 -0.055
C -4.913 0.026 0.042 -0.2 -0.7 -0.2 -0.056
C -3.497 -6.159 -3.368 -0.3 1.4 -0.8 -0.072
C 1.978 4.690 -1.425 0.0 0.3 0.3 -0.269
C -0.841 -3.565 5.822 -1.3 -0.4 -0.7 -0.292
H -3.038 0.030 -0.952 0.2 -0.4 -0.6 0.104
H 1.213 1.317 -2.334 0.1 0.0 -0.3 0.056
H 3.006 1.743 -0.186 -0.1 -0.2 -0.3 0.026
H 2.127 2.638 4.627 -0.1 0.3 0.1 0.076
H -0.720 1.621 -6.015 0.2 0.1 -0.3 0.113
H -3.413 -1.609 -4.725 -0.5 0.2 0.1 0.085
H -0.242 3.373 3.944 0.1 -0.1 0.1 0.122
H -4.048 -1.438 -1.340 0.2 -0.3 0.0 0.115
H -0.892 1.368 -3.773 0.2 0.0 0.0 0.049
H -1.341 -0.242 3.687 0.3 0.1 0.0 0.072
H -4.615 0.980 0.472 0.0 0.1 -0.2 0.055
H -1.015 -3.721 1.468 0.4 0.2 0.1 0.070
H 0.244 -4.797 -3.470 0.2 -0.1 0.2 0.120
H -1.362 -6.406 -3.895 -0.3 -0.2 -0.1 0.118
H -0.904 3.173 -5.212 -0.1 -0.1 0.3 0.103
H -2.673 -3.204 -0.233 0.0 0.0 -0.1 0.126
H -1.540 -2.906 6.352 0.4 -0.1 0.7 0.122
H -3.118 3.163 3.272 0.1 0.0 0.5 0.073
H -4.060 -0.359 3.258 0.1 0.0 0.0 0.070
H -1.402 -1.933 -0.364 -0.1 -0.3 -0.2 0.091
H 0.950 -0.831 3.969 -0.1 0.6 0.1 0.059
H 2.142 4.957 -0.381 -0.1 -0.3 0.1 0.104
H -3.923 -7.109 -3.067 0.2 -0.1 0.0 0.072
H 1.235 -2.255 6.589 0.2 0.2 -0.1 0.116
H -4.405 2.610 -2.972 -0.2 0.2 -0.2 0.119
H 0.082 -6.915 3.657 -0.2 0.3 0.1 0.068
H -0.989 -5.250 7.102 0.1 -0.3 -0.2 0.078
H -0.988 -2.270 -2.353 -0.1 0.2 -0.4 0.035
H 0.369 -0.674 -1.302 0.2 0.0 0.2 0.077
H -1.115 1.379 2.885 0.2 0.0 0.5 0.068
H 5.488 4.288 -0.204 -0.6 -0.1 0.2 0.082
H 1.669 -0.439 0.828 0.3 0.2 -0.5 0.080
H -0.539 0.736 -1.077 0.1 0.7 0.5 0.111
H 3.128 -4.343 -0.803 -0.1 -0.4 0.4 0.081
H 0.843 -4.485 3.178 0.0 -0.1 0.2 0.100
H 3.439 -2.736 -0.170 -0.1 0.1 -0.2 0.069
H 6.126 0.641 -0.848 0.0 -0.3 0.3 0.080
H -2.336 3.113 -1.616 -0.5 0.2 0.2 0.080
H 1.698 0.101 5.341 -0.2 0.0 0.0 0.070
H -0.044 -1.112 6.366 -0.5 -0.3 -0.3 0.122
H -1.710 -6.355 -2.170 0.0 0.0 0.0 0.117
H -3.745 -5.922 -4.409 0.1 -0.6 -0.1 0.075
H -0.181 -4.522 -1.750 -0.3 -0.5 0.0 0.114
H 1.139 4.852 1.701 -0.2 0.3 0.1 0.073
H -4.609 2.506 4.012 0.0 0.0 0.1 0.081
H 1.527 1.708 3.316 -0.2 0.2 -0.3 0.054
H 4.985 4.907 -4.766 0.0 0.2 -0.1 0.077
H 1.047 3.311 -6.762 -0.1 0.3 0.2 0.079
H 5.388 2.109 1.148 -0.1 -0.2 0.1 0.131
H 3.305 -3.943 1.756 -0.2 -0.6 0.3 0.118
H -3.994 0.752 -5.101 -0.5 0.6 0.3 0.125
H -0.979 -1.989 2.072 0.4 -0.1 -0.4 0.047
H 1.750 5.347 3.733 0.0 -0.1 0.0 0.081
H -4.059 2.070 2.391 -0.1 -0.4 0.1 0.061
H -0.108 5.164 -1.176 0.1 -0.2 0.1 0.066
H 1.860 -3.034 1.789 -0.3 0.1 -0.5 0.109
H -2.643 1.343 5.011 0.0 -0.1 0.1 0.137
H 0.959 1.181 1.041 0.2 -0.1 0.0 0.052
H 0.366 -4.237 7.482 0.1 -0.1 -0.1 0.068
H 1.833 2.014 -5.915 -0.2 -0.2 0.0 0.081
H -1.552 -4.089 5.169 0.4 0.2 -0.6 0.113
H -2.010 -0.617 -4.829 0.2 -0.1 0.3 0.072
H 6.613 3.140 -0.790 0.0 -0.3 0.2 0.079
H 1.796 -3.181 -0.700 0.2 0.0 -0.2 0.043
H 0.561 3.326 1.282 -0.3 -0.3 0.3 0.063
H -0.146 -2.462 -3.962 -0.1 0.3 0.1 0.083
H 5.534 5.209 -3.124 -0.3 -0.5 0.2 0.068
H -4.457 0.247 -3.381 -0.5 1.0 -0.1 0.112
H 0.033 -0.274 1.251 -0.4 0.1 -0.4 0.046
H -1.595 3.756 -3.005 -0.2 0.4 -0.1 0.045
H -3.549 3.260 -4.419 -0.1 -0.2 -0.1 0.122
H -2.342 -2.964 2.326 -0.1 -0.2 -0.2 0.087
H -0.625 4.502 1.913 0.1 0.2 -0.2 0.077
H -0.494 -6.462 2.019 -0.1 0.0 0.0 0.071
H -2.149 0.212 2.191 -0.4 -0.1 0.2 0.066
H 1.908 3.601 -1.498 0.1 0.0 0.0 0.101
H 1.596 3.467 -5.044 -0.4 0.3 -0.1 0.045
H 4.532 0.827 -1.520 -0.1 0.2 0.0 0.081
H 4.655 -0.038 -0.014 0.3 0.0 0.2 0.072
H 0.988 -7.427 2.295 -0.2 0.0 -0.4 0.075
H 0.329 4.908 -2.828 0.2 0.6 -0.3 0.054
H 2.429 -1.350 4.621 0.1 0.0 0.4 0.080
H 3.377 3.756 -3.507 -0.3 0.0 0.0 0.114
H 2.706 2.952 2.996 -0.2 0.4 -0.2 0.077
H 5.132 3.294 -1.647 -0.3 0.2 0.1 0.063
H 0.510 -5.251 6.059 -0.3 -0.2 -0.1 0.072
H 2.243 -5.663 3.070 -0.2 0.4 0.7 0.121
H 2.573 5.306 -4.001 0.0 -0.3 -0.2 0.112
H 4.711 6.465 -3.935 -0.2 -0.1 -0.2 0.076
H -2.602 -1.157 -3.229 0.2 0.0 0.0 0.039
H -5.754 0.142 -0.642 0.2 0.3 -0.1 0.070
H 0.726 -2.537 -2.371 0.1 0.2 -0.5 0.052
H -3.056 4.609 -2.362 0.2 0.1 0.1 0.086
H 0.810 6.436 -1.878 0.0 0.0 -0.6 0.085
H -5.284 -0.598 0.857 -0.1 0.0 0.0 0.076
H -4.018 -5.326 -2.884 0.0 -0.4 0.6 0.074
```
Positions in Å, forces in eV/Å.